Entry 1:
The following is a quantum chemistry calculation of a structure of composition C7H21BeFOP2, from the Open Molecules 2025 dataset.

```
33
C7H21BeFOP2 | the Open Molecules 2025 dataset | the ωB97M-V functional and the def2-TZVPD basis
Be 0.2068 0.1248 0.1751
H 1.5339 -0.1931 0.7225
H 0.8775 -0.4530 1.3220
P 1.6544 0.5477 -1.5544
P -1.7784 -0.7076 1.3726
C -2.7302 0.5913 2.2646
H -3.6128 0.1337 2.7422
H -2.1268 1.0908 3.0374
H -3.0585 1.3492 1.5461
C -2.9268 -1.4941 0.2999
H -2.4315 -2.3274 -0.2066
H -3.7882 -1.8627 0.8800
H -3.2696 -0.7790 -0.4566
C -1.4082 -1.9247 2.6977
H -0.7958 -1.4935 3.4992
H -2.3601 -2.2843 3.1333
H -0.8709 -2.7717 2.2602
C 0.9599 0.0887 -3.2024
H 1.6843 0.2637 -4.0146
H 0.6768 -0.9692 -3.1776
H 0.0555 0.6838 -3.3829
C 2.2004 2.2862 -1.8392
H 2.7421 2.6434 -0.9534
H 2.8516 2.3809 -2.7247
H 1.3139 2.9203 -1.9717
C 3.2607 -0.3651 -1.5559
H 3.0514 -1.4392 -1.4810
H 3.8466 -0.1681 -2.4683
H 3.8455 -0.0627 -0.6796
C 0.0876 2.0545 0.7100
O 0.0083 3.0067 1.2385
H 0.2092 -1.4041 -0.3924
F 0.0914 0.5339 2.1601
```

Lowest unoccupied orbital energy, Eh: 0.02107
Charge: 0
Kohn-Sham gap, eV: 7.02

---

Entry 2:
The following is a quantum chemistry calculation of a structure of composition C6H4, from the Open Molecules 2025 dataset.

```
10
C6H4 | the Open Molecules 2025 dataset | the ωB97M-V functional and the def2-TZVPD basis
C 0.9244 -0.4974 0.7790
C -0.3276 -0.4356 0.0735
C -0.2086 -1.2625 -1.0958
C 1.0942 -1.0165 -1.0626
H 1.1170 -1.4056 1.3533
H 1.4125 0.4281 1.0945
H 1.8580 -0.5761 -1.6974
C -1.2257 0.6812 0.1304
C -1.9973 1.6139 0.1863
H -2.6470 2.4704 0.2387
```

ΔE to the lowest compared entry with this formula, charge and spin, kcal/mol: 80.64
Lowest unoccupied orbital energy (spin up / spin down), Eh: -0.01530 / -0.01530
Charge: 0
Kohn-Sham gap (spin up / spin down), eV: 7.57 / 7.57

---

Entry 3:
The following is a quantum chemistry calculation of a cluster of 10 separate species, C33H78F3N2O10 in total, from the Open Molecules 2025 dataset.

```
126
C33H78F3N2O10 | the Open Molecules 2025 dataset | the ωB97M-V functional and the def2-TZVPD basis
F 0.0109 4.1206 1.8857
C 0.7409 4.2466 0.7884
F 0.4328 3.2506 -0.0615
F 0.4157 5.4177 0.1810
O 2.0567 4.2156 1.1434
C 2.9661 4.8753 0.2741
C 3.0885 6.3293 0.6559
C 2.9822 6.7417 2.0018
C 3.0788 8.0629 2.2859
C 3.2836 8.9313 1.2248
N 3.3963 8.4410 0.0103
N 3.3003 7.1651 -0.3250
H 3.9263 4.3827 0.4283
H 2.6902 4.7831 -0.7749
H 2.8153 6.0120 2.7854
H 2.9741 8.4500 3.2865
H 3.3420 10.0023 1.3484
H 3.5416 9.0639 -0.7754
C -1.5138 -0.5661 -0.3085
C -2.4582 0.1073 -1.2897
C -1.9629 -0.0222 -2.7215
O -2.6576 1.4816 -0.9516
H -0.5278 -0.0902 -0.3461
H -1.8880 -0.4739 0.7120
H -1.3853 -1.6228 -0.5393
H -3.4470 -0.3464 -1.2058
H -0.9898 0.4666 -2.8289
H -2.6569 0.4562 -3.4124
H -1.8500 -1.0687 -3.0081
H -1.8057 1.9259 -1.0197
C 0.6876 -3.1957 2.3524
C 1.2607 -3.7166 1.0433
C 2.7686 -3.8870 1.1178
O 0.9010 -2.8513 -0.0355
H 1.1120 -2.2138 2.5836
H -0.3946 -3.0848 2.2820
H 0.9150 -3.8685 3.1802
H 0.7968 -4.6739 0.7998
H 3.2579 -2.9300 1.3173
H 3.1621 -4.2624 0.1739
H 3.0476 -4.5829 1.9104
H 1.2948 -1.9896 0.1377
C -2.1202 -4.7428 -2.6396
C -2.3471 -5.3062 -4.0320
C -2.4170 -4.2133 -5.0852
O -3.5372 -6.1025 -4.0661
H -2.9466 -4.0833 -2.3574
H -2.0705 -5.5443 -1.9016
H -1.1921 -4.1715 -2.5909
H -1.5382 -5.9959 -4.2827
H -3.2530 -3.5398 -4.8729
H -2.5730 -4.6463 -6.0736
H -1.4989 -3.6245 -5.1028
H -4.2868 -5.5353 -3.8571
C -3.7733 4.7981 3.5243
C -3.5485 3.2968 3.6395
C -3.1687 2.6841 2.3014
O -4.6992 2.6588 4.1835
H -4.5950 5.0041 2.8330
H -4.0363 5.2220 4.4934
H -2.8795 5.3031 3.1514
H -2.7555 3.1072 4.3660
H -3.9681 2.8255 1.5698
H -3.0042 1.6115 2.4002
H -2.2623 3.1371 1.9019
H -5.4319 2.7934 3.5723
C 2.5535 6.1621 7.5422
C 3.2066 5.5859 6.2997
C 4.7191 5.5313 6.4200
O 2.8244 6.3495 5.1380
H 2.9004 7.1853 7.7141
H 1.4700 6.1878 7.4318
H 2.7986 5.5693 8.4227
H 2.8174 4.5846 6.1128
H 5.1255 6.5371 6.5617
H 5.1654 5.1110 5.5182
H 5.0222 4.9219 7.2707
H 3.1452 7.2450 5.2949
C -3.6832 -9.4494 -2.0020
C -3.0593 -9.9137 -3.3097
C -1.5482 -10.0455 -3.1927
O -3.4038 -9.0267 -4.3671
H -3.2958 -8.4629 -1.7323
H -4.7651 -9.3660 -2.1045
H -3.4614 -10.1417 -1.1883
H -3.4856 -10.8775 -3.5941
H -1.1054 -9.0750 -2.9494
H -1.1202 -10.3815 -4.1370
H -1.2693 -10.7536 -2.4109
H -3.0512 -8.1509 -4.1636
C -0.8370 11.5904 2.0915
C -0.0242 10.9097 1.0054
C -0.8270 10.7096 -0.2679
O 0.4866 9.6487 1.4785
H -1.7052 10.9796 2.3517
H -0.2413 11.7280 2.9938
H -1.1945 12.5648 1.7604
H 0.8635 11.5087 0.7871
H -1.6947 10.0750 -0.0715
H -0.2254 10.2236 -1.0370
H -1.1846 11.6614 -0.6594
H -0.2736 9.0922 1.6852
C 5.9054 -3.7932 3.5529
C 6.4596 -4.2945 2.2281
C 7.9590 -4.5328 2.3008
O 6.1446 -3.3843 1.1734
H 6.3707 -2.8391 3.8181
H 4.8292 -3.6342 3.4837
H 6.1016 -4.5020 4.3580
H 5.9579 -5.2236 1.9525
H 8.4787 -3.5986 2.5325
H 8.3348 -4.8973 1.3452
H 8.2076 -5.2610 3.0734
H 6.5732 -2.5451 1.3734
C -5.0452 -7.0441 -8.0786
C -3.7230 -7.7813 -8.2300
C -3.8947 -9.2784 -8.0286
O -2.7614 -7.2659 -7.3076
H -5.4454 -7.1998 -7.0729
H -4.9042 -5.9725 -8.2235
H -5.7826 -7.3994 -8.7998
H -3.3095 -7.5818 -9.2204
H -4.2599 -9.4559 -7.0135
H -2.9414 -9.7957 -8.1360
H -4.6057 -9.7089 -8.7353
H -3.0973 -7.4468 -6.4200
```

Lowest unoccupied orbital energy, Eh: -0.17411
Charge: +1
Kohn-Sham gap, eV: 5.80

---

Entry 4:
The following is a quantum chemistry calculation of a cluster of 4 separate species, C22H42N3O13P3S in total, from the Open Molecules 2025 dataset.

```
84
C22H42N3O13P3S | the Open Molecules 2025 dataset | the ωB97M-V functional and the def2-TZVPD basis
C -3.0121 2.2902 4.4896
N -4.1885 1.7575 3.8273
C -4.0338 0.4460 3.2580
C -2.9468 0.2736 2.1949
C -2.2199 -0.8871 2.2282
C -1.1994 -1.1484 1.2761
S -0.3537 -2.6925 1.3796
C -0.9194 -0.2005 0.3372
C -1.6315 1.0215 0.2547
N -1.2496 1.8937 -0.7301
C -2.0218 2.9527 -0.7127
C -3.1009 3.2036 0.1750
C -3.9122 4.4649 0.0173
C -5.4345 4.1008 0.0823
C -5.8289 2.8215 -0.6036
O -6.1334 4.1287 -1.1307
N -3.4180 2.3747 1.1327
C -2.6638 1.2423 1.1809
H -3.0915 2.1731 5.5780
H -2.0654 1.8308 4.1814
H -2.9557 3.3692 4.3215
H -4.6303 2.4101 3.2073
H -4.9844 0.1836 2.7746
H -3.9012 -0.3068 4.0407
H -2.4399 -1.6173 3.0011
H 0.5131 -2.7041 0.3517
H -0.1253 -0.3895 -0.3780
H -1.8194 3.7134 -1.4658
H -3.7802 5.1203 0.8803
H -3.7721 4.9584 -0.9424
H -5.9610 4.3538 0.9989
H -5.1002 2.2791 -1.1856
H -6.6200 2.3839 -0.0060
C -0.2930 1.7926 -3.7184
O -1.3755 1.3721 -4.5675
P -1.4685 2.0410 -6.0622
O -1.3948 3.5032 -5.7660
O -2.9582 1.4897 -6.2906
C -3.9988 1.9757 -5.4495
O -1.1904 1.9926 -7.6779
C 0.1748 2.1809 -8.0940
H -0.1528 1.0351 -2.9539
H 0.6327 1.9043 -4.2800
H -0.5498 2.7324 -3.2381
H -3.7655 2.9608 -5.0446
H -4.1691 1.2736 -4.6321
H -4.9054 2.0449 -6.0475
H 0.8560 1.5543 -7.5181
H 0.4545 3.2288 -7.9816
H 0.2459 1.9011 -9.1420
C 4.7425 -1.1148 0.3327
O 5.0969 0.1430 0.9273
P 4.1058 1.4232 0.6385
O 3.9873 1.4058 -0.8507
O 5.1816 2.4691 1.2035
C 6.4179 2.6154 0.5118
O 2.8827 2.4174 1.0821
C 1.5594 1.8501 1.0158
H 5.2486 -1.9011 0.8899
H 3.6689 -1.2880 0.3735
H 5.0799 -1.1373 -0.7018
H 6.3302 2.3354 -0.5379
H 7.1826 2.0041 0.9919
H 6.7128 3.6610 0.5760
H 1.5305 0.8680 1.4893
H 1.2448 1.7673 -0.0239
H 0.8765 2.5124 1.5435
C 3.9424 -8.7951 2.3682
O 4.2602 -7.5387 2.9871
P 3.2277 -6.2863 2.7326
O 3.0970 -6.2771 1.2442
O 4.2740 -5.2171 3.3093
C 5.4997 -5.0180 2.6121
O 1.9782 -5.3359 3.2014
C 0.6658 -5.9274 3.1470
H 4.4781 -9.5753 2.9058
H 2.8756 -9.0036 2.4117
H 4.2732 -8.7846 1.3316
H 5.4132 -5.2813 1.5576
H 6.2873 -5.6128 3.0750
H 5.7614 -3.9645 2.6946
H 0.6555 -6.9127 3.6133
H 0.3389 -6.0064 2.1097
H -0.0179 -5.2780 3.6874
```

Lowest unoccupied orbital energy, Eh: -0.02427
Charge: 0
Kohn-Sham gap, eV: 7.98

---

Entry 5:
The following is a quantum chemistry calculation of a structure of composition C37H41InN10O3S2, from the Open Molecules 2025 dataset.

```
94
C37H41InN10O3S2 | the Open Molecules 2025 dataset | the ωB97M-V functional and the def2-TZVPD basis
In -0.3066 -1.1481 -1.4980
N -10.4682 0.0861 -1.1777
C -9.3194 0.0789 -1.0478
C -7.9204 -0.0923 -0.8421
C -7.4550 -1.2758 -0.2848
C -6.0350 -1.5129 -0.2812
C -5.1322 -0.5553 -0.7233
C -5.6639 0.6109 -1.2298
C -7.0378 0.8756 -1.3206
C -3.6690 -0.7787 -0.7245
C -2.7898 0.1420 -0.1188
C -3.1366 1.1987 0.7593
C -1.9687 1.8284 1.2044
C -0.9252 1.1851 0.5094
N -1.3623 0.2262 -0.3099
C -3.1716 -2.1001 -1.1174
C -3.9771 -3.2235 -1.5892
C -3.0889 -4.2693 -1.7708
C -1.7772 -3.7966 -1.5215
N -1.8374 -2.5248 -1.0048
H -8.1012 -1.9650 0.2648
H -5.7869 -2.5193 0.1251
H -4.8816 1.2747 -1.7090
H -7.3939 1.7739 -1.7731
H -4.1734 1.4121 1.0214
H -1.9068 2.6878 1.8053
H 0.1394 1.3655 0.5987
H -5.0066 -3.1585 -1.8402
H -3.3470 -5.2071 -2.3046
H -0.8940 -4.3364 -1.7734
C 5.4086 2.3039 3.4371
N 4.8377 3.2804 2.5544
C 4.0406 4.3140 2.9724
C 3.6737 5.0448 1.8750
N 4.2552 4.4429 0.7457
C 4.7872 3.1755 1.1614
S 5.1157 1.8859 0.1996
C 4.1149 4.7219 -0.6366
C 3.1653 5.6998 -1.0836
C 2.9433 5.7834 -2.4559
C 3.6789 5.0327 -3.3733
C 4.7502 4.3430 -2.7637
N 5.0207 4.2059 -1.4662
H 5.2414 2.5783 4.4970
H 6.4317 2.0858 3.2361
H 5.0538 1.2509 3.2476
H 3.9563 4.5451 4.0358
H 3.1293 5.9807 1.8564
H 2.7288 6.3572 -0.3238
H 2.1440 6.4624 -2.8455
H 3.3349 4.9593 -4.3979
H 5.5502 3.8112 -3.3094
C -0.7824 -1.3017 5.2411
C -1.2470 -0.7921 3.7745
N -0.2381 -1.2361 2.7069
C -0.2978 -2.6927 2.5939
C -0.1910 -3.3738 4.0230
N 0.3199 -2.2983 5.0432
C 1.5660 -1.5925 4.4736
C 1.1027 -0.8276 3.2236
H -1.6163 -1.7577 5.7837
H -0.3847 -0.5158 5.9157
H -1.2422 0.2694 3.6721
H -2.2782 -1.2192 3.4668
H 0.4296 -3.0043 1.8432
H -1.2947 -2.9526 2.2315
H 0.5538 -4.1396 3.9284
H -1.1545 -3.7648 4.3656
H 0.5131 -2.7530 5.9378
H 2.3915 -2.3281 4.3347
H 1.9335 -0.9016 5.2649
H 1.7756 -1.0015 2.3855
H 1.0846 0.2768 3.3648
C 2.7862 -3.6633 0.3578
S 2.3101 -2.4613 -0.7938
O 3.3615 -2.3640 -1.7739
O 1.0318 -2.9910 -1.3464
O 1.9531 -1.2114 -0.0899
H 2.9244 -4.5917 -0.2471
H 1.9884 -3.9043 1.0173
H 3.7426 -3.3886 0.8478
N 2.1444 -0.7081 -7.0233
C 1.3423 -0.5043 -5.9734
C 0.1973 -1.2503 -5.7131
C -0.3777 -1.2278 -4.4619
N 0.0537 -0.4133 -3.4775
C 1.1658 0.3672 -3.7338
C 1.7302 0.4856 -4.9703
H 1.8073 -0.6544 -8.0256
H 3.0326 -0.2158 -6.9699
H -0.1230 -2.0931 -6.3707
H -1.2331 -1.8532 -4.2458
H 1.6253 0.8570 -2.9259
H 2.6252 1.1458 -5.1436
```

ΔE to the lowest compared entry with this formula, charge and spin, kcal/mol: 10.60
Lowest unoccupied orbital energy (spin up / spin down), Eh: -0.22508 / -0.22510
Charge: +2
Kohn-Sham gap (spin up / spin down), eV: 4.67 / 4.67

---

Entry 6:
The following is a quantum chemistry calculation of a structure of composition C3H3F3I2O2, from the Open Molecules 2025 dataset.

```
13
C3H3F3I2O2 | the Open Molecules 2025 dataset | the ωB97M-V functional and the def2-TZVPD basis
C -2.3474 -0.2736 1.4434
C 0.8766 0.3325 -0.9099
C 1.9946 -0.7109 -0.8085
O -0.2255 0.0284 -0.4959
O 1.2132 1.5028 -1.3593
F 2.2571 -1.2700 -2.0040
F 3.1577 -0.2393 -0.3817
F 1.6059 -1.6669 -0.0279
I -3.2575 1.4791 0.5758
I -0.6840 0.0967 2.7621
H -3.1186 -0.5987 2.0259
H -1.9057 -0.8179 0.6018
H 0.4336 2.1380 -1.4218
```

ΔE to the lowest compared entry with this formula, charge and spin, kcal/mol: 0.00
Lowest unoccupied orbital energy, Eh: -0.00403
Charge: 0
Kohn-Sham gap, eV: 9.22

---

Entry 7:
The following is a quantum chemistry calculation of the molecule C5H10O, from the Open Molecules 2025 dataset.

```
16
C5H10O | the Open Molecules 2025 dataset | the ωB97M-V functional and the def2-TZVPD basis
C 2.4465 0.2075 -0.2526
C 1.3295 -0.2353 0.6831
O 0.1865 0.5596 0.5495
C -1.3567 -0.2861 0.5126
C -2.4110 0.2264 1.2520
C -1.4453 0.0714 -0.8420
H 3.3372 -0.4211 -0.1365
H 2.7285 1.2452 -0.0516
H 2.1128 0.1438 -1.2933
H 1.0910 -1.2984 0.4760
H 1.6983 -0.2081 1.7236
H -0.9921 -1.2843 0.7475
H -2.7254 -0.2413 2.1777
H -2.9056 1.1459 0.9602
H -1.1733 -0.6121 -1.6411
H -1.8859 1.0211 -1.1295
```

ΔE to the lowest compared entry with this formula, charge and spin, kcal/mol: 115.91
Lowest unoccupied orbital energy (spin up / spin down), Eh: -0.00404 / -0.02422
Charge: 0
Kohn-Sham gap (spin up / spin down), eV: 8.23 / 7.31

---

Entry 8:
The following is a quantum chemistry calculation of a cluster of 11 separate species, C19H49BrFO13P in total, from the Open Molecules 2025 dataset.

```
84
C19H49BrFO13P | the Open Molecules 2025 dataset | the ωB97M-V functional and the def2-TZVPD basis
C 1.1884 -1.7630 -1.4822
C 1.6981 -0.3366 -1.1138
C 0.7078 0.5309 -0.2832
C -0.6700 0.5461 -0.9417
C -0.8807 1.2278 -2.0740
F 0.0755 1.9178 -2.6291
C -2.2243 1.2008 -2.7369
O -2.4397 1.8501 -3.7207
C -3.2687 0.3131 -2.1343
C -3.0943 -0.3659 -0.9863
P -4.4989 -1.3666 -0.2891
O -3.7527 -2.6723 0.4390
Br -5.4419 -2.2588 -2.1503
C -1.7602 -0.2605 -0.2769
O -1.5734 -0.8161 0.7648
H 1.2719 -1.8671 -2.5670
H 1.8057 -2.4889 -0.9653
H 0.1440 -1.9475 -1.2127
H 2.6272 -0.4433 -0.5499
H 1.9086 0.2151 -2.0340
H 0.6546 0.2181 0.7579
H 1.1154 1.5423 -0.2620
H -4.2231 0.2575 -2.6481
H -3.0381 -2.9457 -0.1507
C -0.2577 2.8686 2.5358
O 0.9689 2.5397 1.8859
H -1.0666 2.5047 1.9070
H -0.3227 2.4016 3.5219
H -0.3399 3.9528 2.6401
H 1.6924 2.8561 2.4323
C -0.9940 4.2859 -6.6084
O -1.3424 4.4967 -5.2455
H -0.5743 5.2104 -6.9978
H -0.2477 3.4914 -6.6945
H -1.8781 4.0210 -7.1950
H -1.7112 3.6728 -4.9122
C -0.4403 -4.5514 1.4918
O 0.3029 -3.3429 1.4073
H 0.2147 -5.3731 1.2115
H -0.7983 -4.7128 2.5120
H -1.2946 -4.5275 0.8070
H -0.2840 -2.6216 1.6552
C -3.7033 5.3674 -3.1282
O -4.0865 3.9994 -2.9742
H -4.0421 5.9127 -2.2497
H -2.6158 5.4349 -3.2034
H -4.1624 5.8037 -4.0180
H -3.7790 3.5234 -3.7508
C 3.5800 -4.2052 -3.6139
O 3.2322 -3.9980 -2.2449
H 4.0225 -3.2863 -3.9937
H 4.2995 -5.0167 -3.7047
H 2.6862 -4.4414 -4.1992
H 2.8430 -4.8140 -1.9226
C -1.9083 -0.8179 4.5583
O -3.0304 -0.4809 3.7450
H -1.9277 -0.1824 5.4399
H -1.9587 -1.8618 4.8714
H -0.9771 -0.6442 4.0115
H -2.9986 -1.0480 2.9695
C 1.2587 -0.4712 6.1547
O 0.4162 -1.6230 6.2479
H 0.8870 0.1594 5.3499
H 1.2411 0.0893 7.0898
H 2.2842 -0.7753 5.9287
H 0.7562 -2.1688 6.9597
C 3.2759 2.3615 8.9584
O 2.2060 1.8433 8.1708
H 4.2122 2.0429 8.5074
H 3.2427 3.4536 8.9790
H 3.2218 1.9761 9.9796
H 1.3857 2.1320 8.5784
C -1.4810 4.5518 -0.2362
O -2.7324 4.5486 0.4426
H -0.7619 5.1075 0.3609
H -1.1234 3.5257 -0.3655
H -1.5820 5.0335 -1.2112
H -3.3526 4.0541 -0.1016
C 5.8704 -7.0099 -5.7359
O 4.6747 -6.9865 -4.9596
H 6.6542 -6.5212 -5.1626
H 6.1715 -8.0391 -5.9461
H 5.7278 -6.4714 -6.6762
H 3.9897 -7.4197 -5.4738
```

Lowest unoccupied orbital energy, Eh: -0.07002
Charge: 0
Kohn-Sham gap, eV: 7.68